Record 1
Density functional theory data (ωB97M-V/def2-TZVPD) for a 4-piece molecular cluster, C5H16O3 overall.

Summary:
* HOMO level: -9.1641 eV
* DFT total energy: -11583.4400 eV
* HOMO-LUMO gap: 9.31 eV
* SMILES: C=C(C)CC.O.O.O
* energy above the lowest of the compared OMol25 structures with the same formula, charge and spin: 79.8 kcal/mol

Last column: natural (NBO) charge in e.
Geometry (Å):
C  1.23177  -1.12592  -0.40188  -0.64
C  0.30108  -1.25249  -1.61864  -0.45
C  0.14108  -0.09762  -2.53642  0.04
C  0.91811  -0.04186  -3.60037  -0.42
C  -0.86796  0.96821  -2.14949  -0.64
H  0.89821  -0.29784  0.27915  0.24
H  1.71072  -2.14467  -0.06825  0.22
H  2.27935  -0.87582  -0.52945  0.20
H  0.76014  -2.02920  -2.21885  0.21
H  -0.67740  -1.51007  -1.14974  0.21
H  0.67066  0.77394  -4.28174  0.18
H  1.47331  -0.85207  -4.05091  0.20
H  -0.71081  1.76739  -2.74369  0.21
H  -1.91108  0.59510  -2.06502  0.22
H  -0.69415  1.50968  -1.09232  0.21
H  -0.06268  -0.80513  3.03809  0.47
H  -0.49127  0.45796  2.64924  0.48
O  -0.46567  -0.46666  2.22603  -0.95
H  -2.28203  -0.79548  2.91406  0.48
H  -2.36313  0.41780  3.34261  0.44
O  -2.58344  -0.46899  3.83938  -0.94
H  1.11102  1.63793  3.91409  0.47
H  1.11001  2.62209  3.07488  0.46
O  0.50415  2.01371  3.22922  -0.92


Record 2
Density functional theory data (ωB97M-V/def2-TZVPD) for C29H44N3O2S5SbTi as an isolated structure.

Summary:
* total charge: -2
* HOMO level: -1.6484 eV
* DFT total energy: -123191.8747 eV
* HOMO-LUMO gap: 5.36 eV
* energy above the lowest of the compared OMol25 structures with the same formula, charge and spin: 14.0 kcal/mol

Last column: Löwdin charge in e.
Geometry (Å):
Ti  -0.48276  2.00958  1.08067  0.53
C  1.37087  -1.56362  -4.66838  -0.05
C  -0.14365  -1.31254  -4.67633  -0.56
C  -0.86990  -2.63134  -4.37592  -0.05
C  -0.54053  -0.86213  -6.08242  -0.08
C  -0.50012  -0.27897  -3.60728  -0.18
C  -0.18442  -0.56699  -2.26961  0.02
C  -0.50487  0.34083  -1.27820  -0.17
N  -0.19684  0.31888  0.07242  -0.02
C  0.41954  -0.70251  0.77794  -0.19
C  0.45227  -2.05875  0.47550  0.03
C  1.12628  -2.94422  1.31147  -0.18
C  1.73825  -2.43777  2.45418  0.00
C  1.67904  -1.09041  2.82492  -0.09
C  0.98945  -0.22422  1.97505  -0.27
O  0.80760  1.09011  2.17902  -0.28
C  2.30562  -0.59782  4.12937  -0.53
C  1.17874  -0.26316  5.11588  -0.03
C  3.18315  0.63651  3.87577  -0.04
C  3.19574  -1.65611  4.78619  -0.08
C  1.18685  -4.44582  1.02727  -0.56
C  0.48078  -5.20973  2.15541  -0.05
C  0.50736  -4.81229  -0.29309  -0.08
C  2.64956  -4.90397  0.94891  -0.06
C  -1.15053  1.56430  -1.60665  -0.24
O  -1.35586  2.33059  -0.53294  -0.29
C  -1.42787  1.89273  -2.92148  -0.09
C  -1.10557  0.92786  -3.90026  -0.01
C  -2.04491  3.21627  -3.38708  -0.53
C  -1.11096  3.86585  -4.42042  -0.06
C  -3.40094  2.92828  -4.04771  -0.06
C  -2.27027  4.23773  -2.26825  -0.05
H  1.64184  -2.29280  -5.43716  0.08
H  1.70583  -1.94643  -3.70508  0.07
H  1.91209  -0.63659  -4.86276  0.09
H  -0.62322  -3.38652  -5.12782  0.08
H  -1.95066  -2.48036  -4.37703  0.09
H  -0.59122  -3.02198  -3.39748  0.07
H  -0.26354  -1.63366  -6.80518  0.08
H  -0.03286  0.06111  -6.36406  0.08
H  -1.61597  -0.69767  -6.16043  0.08
H  0.35066  -1.47045  -2.02098  0.08
H  -0.07779  -2.41140  -0.39377  0.08
H  2.26815  -3.12441  3.09968  0.08
H  0.43529  0.39410  4.67349  0.05
H  1.57937  0.22171  6.00978  0.09
H  0.66400  -1.17793  5.41948  0.09
H  2.61249  1.45797  3.45280  0.07
H  3.98687  0.39041  3.17772  0.09
H  3.63343  0.97033  4.81427  0.08
H  2.63535  -2.54971  5.06562  0.07
H  3.62191  -1.23645  5.69989  0.08
H  4.01977  -1.95328  4.13446  0.08
H  -0.55287  -4.87560  2.25181  0.09
H  0.97418  -5.04058  3.11253  0.07
H  0.48247  -6.28469  1.95355  0.07
H  -0.55215  -4.55539  -0.28452  0.08
H  0.59060  -5.88873  -0.46155  0.08
H  0.97313  -4.30117  -1.13712  0.08
H  3.17465  -4.72231  1.88629  0.07
H  3.17674  -4.36389  0.16104  0.09
H  2.70452  -5.97475  0.73135  0.07
H  -1.34259  1.16405  -4.92781  0.08
H  -0.98050  3.24633  -5.30908  0.07
H  -0.12788  4.04179  -3.98219  0.09
H  -1.52177  4.82836  -4.73601  0.08
H  -3.30137  2.25966  -4.90481  0.07
H  -3.85616  3.86073  -4.39205  0.08
H  -4.07858  2.46181  -3.33160  0.09
H  -1.34607  4.49681  -1.75307  0.08
H  -2.96056  3.87763  -1.50862  0.09
H  -2.68719  5.14763  -2.71053  0.08
S  -3.33843  7.11678  3.15189  -0.50
Sb  -1.11259  6.55213  3.22951  0.15
S  0.61862  4.07760  1.14515  0.03
S  -1.39253  4.35948  1.65641  -0.11
S  -0.76743  5.57647  5.35847  -0.31
N  -0.73222  2.58864  4.48025  0.09
C  -1.93693  2.47008  3.93271  -0.95
N  -2.90816  3.28213  4.35658  0.09
S  -2.28616  1.24355  2.74458  0.61
H  -0.50983  3.50643  4.90195  -0.07
H  0.02831  2.08072  4.04526  0.05
H  -2.60850  4.14564  4.83033  -0.01
H  -3.71569  3.34953  3.75983  0.09


Record 3
Density functional theory data (ωB97M-V/def2-TZVPD) for a 3-piece molecular cluster, H6O3 overall.

Summary:
* HOMO level: -10.6278 eV
* DFT total energy: -6239.8031 eV
* HOMO-LUMO gap: 11.02 eV
* SMILES: O.O.O
* energy above the lowest of the compared OMol25 structures with the same formula, charge and spin: 10.4 kcal/mol

Last column: natural (NBO) charge in e.
Geometry (Å):
O  1.77669  7.83103  -18.36313  -0.94
H  1.36370  8.66611  -18.58296  0.47
H  1.12414  7.37262  -17.83373  0.47
O  0.63426  5.16936  -20.49744  -0.95
H  0.25274  4.89260  -19.66432  0.48
H  1.38749  5.70572  -20.25004  0.49
O  -0.14627  3.26239  -22.23654  -0.97
H  0.11943  3.94142  -21.61642  0.49
H  0.58097  3.20553  -22.85632  0.46


Record 4
Density functional theory data (ωB97M-V/def2-TZVPD) for one molecule with the formula C2H3NO.

Summary:
* HOMO level: -8.4553 eV
* DFT total energy: -5655.0808 eV
* HOMO-LUMO gap: 9.06 eV
* SMILES: OC1=CN1
* energy above the lowest of the compared OMol25 structures with the same formula, charge and spin: 111.2 kcal/mol

Last column: natural (NBO) charge in e.
Geometry (Å):
C  0.23857  -0.13614  -0.21135  0.40
C  0.25640  1.10512  0.14474  -0.23
N  -1.05906  0.30015  0.36327  -0.60
O  0.80674  -1.35336  -0.57512  -0.62
H  -0.07816  -1.80234  -0.68141  0.49
H  0.56268  2.11041  -0.13030  0.24
H  -0.72718  -0.22384  1.09017  0.32


Record 5
Density functional theory data (ωB97M-V/def2-TZVPD) for one molecule with the formula C5H8N2.

Summary:
* HOMO level: -8.9690 eV
* DFT total energy: -8294.3073 eV
* HOMO-LUMO gap: 10.02 eV
* SMILES: Cc1ccn(C)n1
* energy above the lowest of the compared OMol25 structures with the same formula, charge and spin: 15.9 kcal/mol

Last column: natural (NBO) charge in e.
Geometry (Å):
C  -0.49834  2.41948  -0.49673  -0.41
N  -0.43072  0.98098  -0.29806  -0.17
C  -0.50971  0.07859  -1.31945  -0.05
C  -0.05391  -1.11985  -0.78629  -0.34
C  0.25644  -0.84736  0.55801  0.12
C  0.80009  -1.88393  1.51533  -0.64
N  0.01471  0.43521  0.85550  -0.27
H  -1.54137  2.71708  -0.57524  0.20
H  0.04307  2.66952  -1.41869  0.21
H  -0.01110  2.91083  0.34477  0.23
H  -0.85214  0.31056  -2.30850  0.22
H  -0.04754  -2.10631  -1.31867  0.23
H  1.08567  -2.74835  0.91161  0.22
H  0.05513  -2.21722  2.24141  0.22
H  1.68972  -1.59923  2.09501  0.23


Record 6
Density functional theory data (ωB97M-V/def2-TZVPD) for one molecule with the formula C5H7NO.

Summary:
* HOMO level: -9.4702 eV
* DFT total energy: -8832.5929 eV
* HOMO-LUMO gap: 10.53 eV
* SMILES: [H]/N=C1\OC[C@H]2C[C@@H]12
* energy above the lowest of the compared OMol25 structures with the same formula, charge and spin: 83.2 kcal/mol

Last column: natural (NBO) charge in e.
Geometry (Å):
N  -1.45310  0.41771  1.98648  -0.66
C  -0.87308  0.09250  0.92272  0.56
O  -1.39337  -0.73918  -0.06272  -0.52
C  -0.30679  -1.42592  -0.63492  -0.13
C  1.00031  -0.26772  -0.55790  -0.26
C  0.58313  1.15136  -0.87316  -0.42
C  0.48201  0.57673  0.51947  -0.33
H  -2.35563  -0.04531  2.07742  0.35
H  0.10862  -1.15088  -1.57258  0.26
H  0.01425  -2.23473  0.02597  0.19
H  2.05251  -0.55827  -0.68457  0.24
H  -0.32775  1.33492  -1.44003  0.22
H  1.33955  1.93228  -1.00915  0.23
H  1.12934  0.91649  1.30298  0.25